87
Properties=species:S:1:pos:R:3:lowdin_charge:R:1 method="wB97M-V/def2-TZVPD" homo_energy_ev=-2.7 largest_force_ev_per_a=0.1 charge=-2 de_lowest_kj_mol=0.0 spin_multiplicity=1 mol_weight_g_mol=854.8
Cs 0.630 -0.852 1.297 1.127
S -6.070 -2.677 1.985 0.936
S -2.939 -0.031 1.349 0.541
S -2.973 1.654 -4.450 0.606
O -2.303 -0.494 0.121 -0.408
O -2.048 -0.036 2.503 -0.434
O -3.215 2.973 -4.976 -0.319
O -0.150 2.863 -1.766 -0.059
O 0.968 1.440 -0.437 -0.214
O -3.043 0.507 -5.317 -0.311
N 2.756 -2.141 3.321 -0.030
N -4.294 5.680 0.336 0.080
N -4.353 -0.680 1.633 -0.169
N -1.510 1.669 -3.780 -0.133
N 5.217 -2.256 0.665 0.097
N -3.506 -2.926 1.806 0.036
C 8.282 0.208 -0.802 -0.113
C 0.427 1.772 -1.517 -0.700
C -4.158 1.384 -3.160 -0.272
C -0.978 0.450 -3.160 -0.214
C 1.758 -3.004 3.558 -0.323
C -4.794 3.573 1.444 -0.052
C 6.223 -1.390 0.215 -0.194
C -3.998 4.325 0.580 -0.335
C 1.709 -4.036 2.601 -0.170
C 3.388 -2.622 2.202 -0.437
C 7.939 -3.101 2.407 -0.096
C -5.258 -0.091 -1.624 -0.030
C -4.443 -2.010 1.783 -0.742
C -4.500 2.241 1.687 -0.078
C -5.805 2.239 -1.647 -0.050
C 4.167 1.467 0.528 -0.082
C -2.886 3.733 -0.010 -0.017
C -6.996 0.730 -0.014 -0.054
C 7.871 -3.172 0.880 -0.217
C 7.556 -1.839 0.256 -0.191
C 4.505 0.367 -0.480 -0.196
C 6.966 0.634 -0.858 -0.063
C -5.389 -4.266 2.085 -0.471
C -4.878 2.456 -2.655 -0.060
C 8.567 -1.033 -0.245 -0.072
C -3.411 1.651 1.064 -0.270
C -6.009 0.968 -1.121 -0.267
C -2.596 2.404 0.232 -0.031
C 5.922 -0.144 -0.362 -0.166
C 2.764 -3.789 1.723 -0.112
C -4.044 -4.175 1.974 -0.288
C 0.432 0.737 -2.656 -0.099
C 4.513 -1.907 1.680 -0.130
C -4.346 0.107 -2.646 -0.051
H 3.154 1.835 0.360 0.049
H 4.355 0.760 -1.490 0.114
H -3.892 6.020 -0.524 0.077
H 0.991 -4.843 2.559 0.072
H 7.096 -3.886 0.593 0.104
H -0.966 -0.338 -3.913 0.113
H 8.180 -4.077 2.836 0.062
H 6.982 -2.780 2.816 0.065
H 4.239 1.093 1.552 0.065
H 1.080 -2.851 4.389 0.082
H 3.812 -0.465 -0.360 0.094
H -5.378 -1.079 -1.194 0.117
H -2.237 4.296 -0.673 0.113
H -5.120 1.648 2.346 0.105
H 8.702 -2.388 2.726 0.069
H -1.730 1.960 -0.238 0.091
H -1.275 2.489 -3.200 0.093
H -4.713 3.444 -3.064 0.106
H 0.890 -0.188 -2.305 0.105
H -7.511 1.651 0.262 0.072
H -5.652 4.035 1.921 0.103
H -7.743 -0.012 -0.306 0.078
H 4.755 -0.990 2.234 0.124
H 8.826 -3.533 0.486 0.098
H 3.066 -4.358 0.856 0.084
H -5.280 5.889 0.376 0.071
H -6.469 0.339 0.860 0.042
H -3.373 -5.023 2.010 0.093
H 4.865 2.303 0.437 0.068
H 9.592 -1.388 -0.202 0.099
H -1.603 0.123 -2.320 0.100
H -3.781 -0.723 -3.048 0.116
H 6.728 1.593 -1.308 0.108
H -6.370 3.075 -1.250 0.105
H -5.992 -5.147 2.223 0.036
H 1.032 1.128 -3.483 0.117
H 9.077 0.828 -1.199 0.086

***

80
Properties=species:S:1:pos:R:3:lowdin_spin:R:1 method="wB97M-V/def2-TZVPD" homo_energy_ev="-16.7 / -16.7" largest_force_ev_per_a=0.7 charge=+3 spin_multiplicity=4 mol_weight_g_mol=675.8
Tc -0.733 -1.568 -0.768 1.810
Si 0.888 1.261 0.439 0.163
O -2.970 4.008 4.088 0.000
O -2.297 5.195 2.358 0.000
O 0.198 -0.067 -0.249 0.118
N -2.191 -3.142 -1.123 0.010
N 0.707 -2.703 -1.661 -0.007
N -2.575 -0.854 0.046 -0.001
N 1.428 -3.719 -1.106 0.006
C -3.582 -1.634 0.039 0.002
C -4.238 -5.006 -1.442 0.019
C 0.124 3.622 -2.839 0.002
C 1.548 3.890 -0.469 0.011
C -3.434 -2.913 -0.621 0.012
C 1.483 4.945 -1.359 0.001
C 0.494 -1.657 -3.896 0.014
C -2.977 -5.235 -1.964 -0.004
C 0.548 2.726 2.810 0.016
C -2.974 1.615 2.747 0.001
C 2.258 -4.275 -1.998 -0.002
C 2.063 -3.596 -3.205 -0.003
C -2.468 2.772 0.697 0.000
C 2.974 -0.712 1.218 0.060
C 3.782 1.685 1.116 0.058
C 0.194 2.564 -1.952 0.013
C 0.118 0.365 3.012 0.015
C 0.497 1.455 2.222 0.035
C -2.709 2.802 2.070 0.000
C 3.061 0.567 0.443 0.368
C 3.154 -5.399 -1.658 -0.001
C -2.682 4.051 2.928 0.000
C 0.895 2.679 -0.742 0.032
C 1.095 -2.643 -2.968 0.003
C -2.421 1.563 0.021 0.001
C -1.981 -4.283 -1.783 0.019
C 3.289 0.427 -1.032 0.063
C -2.658 0.394 0.728 0.003
C -2.957 0.402 2.081 0.001
C -0.205 0.541 4.345 0.001
C -0.153 1.806 4.910 0.019
C -4.473 -3.818 -0.756 0.000
C 0.769 4.814 -2.542 0.014
C 0.220 2.898 4.142 0.001
H 2.657 -0.562 2.243 0.004
H -2.066 5.089 1.420 0.000
H -2.319 3.676 0.123 0.000
H -0.542 -1.906 -4.120 0.002
H -0.499 -0.302 4.948 0.000
H -5.028 -5.729 -1.566 0.001
H 2.347 -1.459 0.730 0.004
H 2.572 -3.784 -4.127 0.000
H 0.820 3.589 2.230 0.001
H 3.752 2.609 0.548 0.003
H 2.638 -0.317 -1.486 0.004
H 3.207 1.372 -1.561 0.003
H -3.184 1.667 3.804 0.000
H 2.118 4.019 0.436 0.001
H -3.131 -0.518 2.613 0.000
H -0.987 -4.438 -2.183 0.001
H -4.528 -1.345 0.490 -0.001
H 0.720 5.640 -3.234 0.001
H 0.537 -0.653 -3.476 0.005
H 3.453 1.847 2.140 0.004
H 4.838 1.389 1.165 0.030
H -0.430 3.525 -3.760 0.000
H 4.320 0.075 -1.158 0.029
H 0.248 3.881 4.584 0.000
H 2.585 -6.327 -1.596 0.000
H 1.039 -1.645 -4.838 0.001
H -2.751 -6.138 -2.508 -0.001
H 1.990 5.870 -1.135 0.000
H -5.443 -3.597 -0.341 0.000
H 1.311 -3.975 -0.133 0.004
H 0.069 -0.630 2.584 0.003
H -2.243 1.539 -1.043 0.001
H 3.648 -5.236 -0.703 0.000
H -0.409 1.942 5.948 0.001
H 3.911 -5.517 -2.428 0.000
H -0.315 1.644 -2.198 0.002
H 3.991 -1.121 1.261 0.027

***

91
Properties=species:S:1:pos:R:3:lowdin_charge:R:1 method="wB97M-V/def2-TZVPD" homo_energy_ev=-10.0 largest_force_ev_per_a=2.2 charge=+1 de_lowest_kj_mol=246.6 spin_multiplicity=1 mol_weight_g_mol=791.0
Zn -1.211 1.068 0.590 0.786
S 5.075 2.068 -5.075 0.422
O 4.974 1.410 -3.764 -0.397
O -0.917 -1.994 0.312 0.110
O 5.605 1.207 -6.102 -0.315
O 0.215 3.872 -0.096 0.064
O -0.059 -1.263 2.296 0.084
O 5.680 3.378 -4.982 -0.329
N 1.760 2.340 0.154 0.025
N -4.253 2.249 3.283 -0.078
N 3.144 2.981 -6.713 0.150
N 2.439 2.074 -4.641 0.156
N -5.199 2.513 1.067 -0.077
N -2.801 2.161 1.323 -0.166
N -3.815 4.265 2.014 -0.076
N 0.803 1.666 2.896 0.115
N 0.503 2.876 0.522 0.006
N -1.117 1.395 -1.510 -0.017
C 3.357 2.404 -5.535 -0.340
C 1.879 3.261 -7.000 -0.081
C 3.960 1.041 -0.842 0.116
C 2.517 -0.006 2.922 0.010
C -0.726 2.857 -3.358 0.026
C -4.048 3.698 3.347 -0.146
C 3.419 2.103 -1.537 0.021
C 0.125 -2.629 2.201 -0.208
C 0.249 -5.304 1.505 -0.155
C 4.037 -0.408 1.120 0.012
C 0.986 -7.643 2.167 -0.068
C 0.714 -3.493 3.089 0.020
C -5.406 1.977 2.418 -0.142
C 1.876 1.031 2.259 -0.247
C 0.428 0.767 -3.212 0.027
C 0.766 -4.837 2.714 -0.011
C -1.123 -7.304 0.900 -0.043
C 0.237 1.983 -3.856 -0.127
C -2.643 3.647 1.440 -0.174
C 0.306 -6.780 1.105 -0.561
C 2.324 1.336 0.956 -0.054
C -4.975 3.958 1.169 -0.144
C -4.026 1.898 0.495 -0.162
C 2.312 2.721 -1.026 0.042
C -0.349 -4.392 0.624 0.069
C -1.360 2.534 -2.171 -0.128
C 1.172 2.369 -4.940 -0.237
C 3.435 0.641 0.406 -0.118
C 3.568 -0.732 2.365 -0.021
C -0.392 -3.073 1.000 -0.184
C -3.083 1.633 2.707 -0.171
C -0.275 0.503 -2.059 -0.103
C 0.829 2.982 -6.127 0.014
C 1.092 -6.920 -0.207 -0.043
B -0.700 -0.877 1.119 -0.512
H -1.772 3.847 2.067 0.122
H -0.769 -4.705 -0.322 0.130
H 0.697 2.645 2.680 0.078
H 1.223 -5.534 3.401 0.103
H 3.850 2.359 -2.504 0.087
H 1.000 -8.681 1.831 0.090
H -1.097 -8.357 0.614 0.090
H -0.143 -0.425 -1.517 0.099
H -4.813 4.369 0.171 0.134
H -1.646 -6.759 0.114 0.078
H 0.452 -7.612 3.118 0.089
H 1.141 -7.969 -0.504 0.090
H 0.802 1.502 3.893 0.114
H -3.853 2.293 -0.507 0.118
H 1.693 3.724 -7.962 0.120
H -0.919 3.811 -3.830 0.131
H 2.020 -7.338 2.337 0.088
H -0.195 3.214 -6.386 0.115
H -6.293 2.439 2.850 0.136
H 1.158 0.060 -3.581 0.138
H -2.456 4.055 0.447 0.113
H 1.110 -3.155 4.037 0.120
H 4.808 0.516 -1.271 0.147
H -1.705 -7.214 1.819 0.093
H 4.021 -1.533 2.932 0.126
H 0.623 -6.366 -1.022 0.078
H -4.931 4.165 3.782 0.136
H -2.204 1.830 3.324 0.124
H -5.861 4.426 1.598 0.136
H 2.168 -0.258 3.916 0.133
H 1.780 3.510 -1.535 0.141
H -2.047 3.231 -1.709 0.101
H -4.164 0.816 0.428 0.137
H 2.113 -6.551 -0.090 0.092
H -5.566 0.900 2.358 0.136
H 4.876 -0.929 0.677 0.135
H -3.223 0.553 2.631 0.129
H -3.189 3.913 3.984 0.133